Computed, not measured: C50H53ClN5O5S3SeY as an isolated structure at a distorted geometry, with ωB97M-V/def2-TZVPD.

Calculated values
**HOMO-LUMO gap**: 5.6 eV
**Energy**: -6681.67244 hartree
**Highest occupied orbital energy**: -1.71 eV

ORCA input file:
```
! RIJCOSX wB97M-V def2-TZVPD def2/J DEFGRID3
* xyz -2 1
Y -0.204 0.478 0.584
C 3.254 -5.228 0.280
C 1.875 -4.952 0.891
C 1.206 -3.771 0.259
C 0.283 -3.752 -0.744
C -0.333 -4.909 -1.464
C 0.386 -5.217 -2.785
C 0.003 -2.356 -1.017
C -0.806 -1.890 -2.052
C -1.038 -0.564 -2.410
C -1.819 -0.134 -3.557
C -2.341 -1.038 -4.629
C -1.224 -1.426 -5.608
C -1.862 1.227 -3.510
C -1.060 1.622 -2.368
C -0.755 2.941 -2.025
C 0.087 3.369 -1.002
N 0.716 2.541 -0.123
C 1.493 3.324 0.666
C 2.405 2.857 1.608
C 2.726 1.533 1.881
N 2.110 0.453 1.339
C 2.743 -0.642 1.834
C 2.416 -1.957 1.528
C 1.472 -2.385 0.599
N 0.721 -1.565 -0.179
C 3.823 -0.245 2.719
C 3.811 1.113 2.751
C 4.726 2.030 3.498
C 5.839 2.590 2.602
C 4.764 -1.181 3.408
C 5.898 -1.644 2.484
C 1.347 4.716 0.291
C 0.485 4.753 -0.759
C 0.075 5.981 -1.519
C -1.080 6.740 -0.861
C 2.101 5.857 0.901
C 3.505 5.992 0.296
N -0.585 0.521 -1.731
C -2.602 2.169 -4.405
C -1.735 2.709 -5.549
H 3.734 -6.085 0.760
H 3.904 -4.359 0.394
H 3.163 -5.433 -0.788
H 1.988 -4.768 1.963
H 1.246 -5.838 0.778
H -1.385 -4.692 -1.670
H -0.302 -5.797 -0.828
H 0.389 -4.335 -3.428
H -0.103 -6.036 -3.318
H 1.424 -5.494 -2.595
H -1.317 -2.641 -2.644
H -3.142 -0.535 -5.177
H -2.766 -1.939 -4.185
H -0.812 -0.535 -6.084
H -1.596 -2.098 -6.387
H -0.411 -1.924 -5.078
H -1.227 3.717 -2.615
H 2.955 3.608 2.164
H 2.964 -2.728 2.059
H 5.179 1.490 4.334
H 4.148 2.856 3.920
H 6.461 1.779 2.220
H 6.478 3.286 3.152
H 5.409 3.114 1.748
H 4.214 -2.055 3.767
H 5.194 -0.687 4.282
H 5.490 -2.132 1.598
H 6.560 -2.349 2.995
H 6.493 -0.791 2.156
H -0.208 5.701 -2.536
H 0.939 6.651 -1.594
H -1.966 6.117 -0.803
H -1.324 7.641 -1.432
H -0.814 7.034 0.158
H 2.180 5.703 1.980
H 1.550 6.787 0.742
H 4.072 5.072 0.443
H 4.056 6.821 0.751
H 3.435 6.174 -0.778
H -2.982 2.999 -3.804
H -3.471 1.662 -4.833
H -0.841 3.196 -5.157
H -2.293 3.431 -6.151
H -1.416 1.892 -6.200
Se -2.640 2.055 0.650
C -3.215 3.553 -0.169
N -3.694 4.489 -0.668
O 1.254 0.703 4.294
Cl -0.029 0.517 3.682
O -1.029 0.530 4.700
O -0.046 -0.730 2.962
O -0.274 1.583 2.728
O -1.970 -0.682 0.930
C -3.052 -1.485 1.204
C -4.108 -0.852 2.126
C -5.465 -0.797 1.996
C -6.095 -0.127 3.079
C -5.199 0.304 4.005
S -3.588 -0.100 3.579
C -2.595 -2.768 1.912
C -1.325 -3.197 2.117
C -1.254 -4.435 2.816
C -2.477 -4.927 3.138
S -3.735 -3.875 2.609
C -3.753 -1.893 -0.097
C -3.868 -3.123 -0.675
C -4.584 -3.100 -1.904
C -4.980 -1.842 -2.238
S -4.474 -0.678 -1.081
H -6.002 -1.218 1.159
H -7.163 0.032 3.148
H -5.384 0.855 4.914
H -0.470 -2.626 1.793
H -0.323 -4.929 3.062
H -2.727 -5.843 3.651
H -3.465 -4.024 -0.235
H -4.801 -3.984 -2.490
H -5.544 -1.526 -3.103
*
```

---

Computed, not measured: C50H54BaBr2N8O3S as an isolated structure at a distorted geometry, with ωB97M-V/def2-TZVPD.

Calculated values
**HOMO-LUMO gap**: 6.2 eV
**Energy**: -8173.28267 hartree
**Highest occupied orbital energy**: -6.19 eV

ORCA input file:
```
! RIJCOSX wB97M-V def2-TZVPD def2/J DEFGRID3
* xyz 0 1
Ba 0.045 0.345 -0.377
Br -6.285 2.319 -3.974
C -4.700 1.550 -3.314
C -4.864 0.631 -2.306
C -3.696 0.000 -1.885
N -2.485 0.296 -2.322
C -2.405 1.216 -3.274
C -3.476 1.938 -3.731
C -1.012 1.470 -3.868
C -0.937 1.747 -5.215
C 0.324 2.089 -5.723
Br 0.487 2.437 -7.631
C 1.404 2.236 -4.887
C 1.212 1.796 -3.568
N 0.085 1.390 -3.042
H -5.892 0.340 -1.985
H -3.648 -0.725 -1.078
H -3.377 2.734 -4.449
H -1.807 1.734 -5.824
H 2.327 2.622 -5.268
H 2.082 1.864 -2.957
O -1.532 4.751 -1.107
S -1.166 3.740 -0.191
O -1.845 2.450 -0.467
N 0.335 3.318 -0.041
C 1.256 4.169 0.501
C 1.370 5.463 0.160
C 2.332 6.334 0.768
C 3.043 5.925 1.816
C 2.968 4.595 2.297
C 3.737 4.101 3.333
C 3.742 2.779 3.622
C 2.956 1.979 2.879
N 2.151 2.357 1.892
C 2.112 3.682 1.607
C -1.606 4.352 1.444
C -1.291 3.696 2.685
C -1.749 4.209 3.872
C -2.464 5.423 3.904
C -2.890 5.980 2.666
C -2.467 5.449 1.483
H 0.789 5.953 -0.669
H 2.438 7.358 0.382
H 3.809 6.530 2.296
H 4.322 4.816 3.978
H 4.339 2.260 4.401
H 2.917 0.909 3.077
H -0.607 2.871 2.570
H -1.374 3.762 4.795
H -2.770 5.861 4.801
H -3.571 6.827 2.538
H -2.640 5.957 0.548
C -0.360 -5.678 2.948
C 0.256 -4.303 2.624
C 0.754 -3.502 3.686
C 1.318 -2.258 3.354
C 1.903 -1.361 4.452
C 1.378 -1.906 1.992
C 0.859 -2.682 0.941
C 0.364 -3.942 1.321
N 0.963 -2.232 -0.345
C 0.550 -3.063 -1.514
C 1.306 -4.382 -1.633
C 0.929 -5.226 -2.879
C 1.366 -4.370 -4.064
C 0.621 -3.012 -4.033
C -0.877 -3.279 -4.130
C -1.376 -4.104 -2.877
C -0.598 -5.430 -2.925
C -0.982 -3.279 -1.611
C 0.950 -2.207 -2.773
H 0.539 -6.303 3.036
H -1.013 -6.050 2.122
H -0.756 -5.730 3.873
H 0.658 -3.832 4.716
H 2.867 -0.887 4.257
H 2.122 -2.024 5.348
H 1.235 -0.577 4.743
H 1.811 -0.897 1.773
H 0.064 -4.655 0.574
H 1.174 -4.918 -0.671
H 2.365 -4.128 -1.690
H 1.445 -6.188 -2.797
H 0.991 -4.846 -4.980
H 2.402 -4.149 -4.135
H 0.864 -2.398 -4.924
H -0.959 -3.702 -5.108
H -1.315 -2.296 -4.082
H -2.459 -4.217 -3.078
H -0.912 -5.879 -3.946
H -0.932 -6.133 -2.180
H -1.270 -3.883 -0.744
H -1.464 -2.291 -1.521
H 0.382 -1.289 -2.649
H 2.026 -1.963 -2.685
C -2.528 -1.950 4.241
N -2.172 -1.112 3.060
C -1.548 0.213 3.296
C -2.438 -1.451 1.783
C -3.220 -2.703 1.521
O -2.055 -0.701 0.838
H -1.801 -2.753 4.219
H -3.556 -2.295 4.175
H -2.395 -1.393 5.129
H -2.084 0.903 2.664
H -0.497 0.237 3.016
H -1.700 0.493 4.308
H -3.770 -3.103 2.387
H -2.581 -3.464 1.111
H -4.044 -2.424 0.849
N 4.833 0.442 -0.184
C 4.813 1.729 -0.726
C 3.566 1.906 -1.185
N 2.797 0.786 -0.932
C 3.639 -0.075 -0.406
H 5.565 0.070 0.351
H 5.587 2.473 -0.616
H 3.085 2.823 -1.640
H 3.287 -1.085 -0.207
*
```

---

Computed, not measured: a 3-piece molecular cluster, C50H54F2I2NO15PS overall at a distorted geometry, with ωB97M-V/def2-TZVPD.

Calculated values
**HOMO-LUMO gap**: 6.6 eV
**Energy**: -4655.46385 hartree
**Highest occupied orbital energy**: -7.60 eV

ORCA input file:
```
! RIJCOSX wB97M-V def2-TZVPD def2/J DEFGRID3
* xyz 0 1
C 0.962 4.790 -1.947
C 0.312 3.911 -2.786
C 0.355 2.388 -2.725
C -0.720 1.681 -1.862
N -0.431 0.260 -1.954
C -0.750 -0.531 -2.908
C -2.104 -1.150 -3.158
C 0.339 -1.034 -3.848
O -0.361 2.086 -0.532
C -1.178 1.728 0.511
F -1.204 2.845 1.324
C -0.610 0.531 1.397
O -0.754 0.898 2.686
C -0.052 0.286 3.755
C 0.036 -1.225 3.813
O 0.751 -1.580 4.985
C 1.350 -2.860 4.885
C 2.841 -2.794 4.600
O 0.549 -0.056 0.928
C 1.847 0.427 1.074
O 2.500 -0.457 2.009
C 2.546 0.203 -0.280
C 4.081 0.371 -0.233
C 4.809 -0.907 -0.710
C 5.425 -0.761 -2.099
O 4.506 -1.304 -3.085
C 4.986 -0.941 -4.320
O 5.746 -1.646 -4.914
P 2.075 2.228 1.616
O 2.623 3.116 0.354
O 3.150 2.313 2.875
S -1.946 -0.842 1.128
O -2.857 -0.733 2.211
O -2.526 -0.805 -0.174
F -1.189 -2.223 1.235
C -2.157 2.105 -2.271
I -2.477 2.315 -4.368
C -2.655 3.412 -1.496
C -3.879 3.105 -0.599
I -3.261 5.001 -2.859
H 0.648 4.915 -0.913
H 1.760 5.401 -2.364
H -0.268 4.342 -3.610
H 0.332 2.036 -3.754
H 1.335 2.136 -2.332
H -2.045 -1.833 -4.008
H -2.405 -1.755 -2.303
H -2.895 -0.436 -3.386
H 1.293 -0.650 -3.487
H 0.135 -0.727 -4.872
H 0.399 -2.124 -3.750
H -2.233 1.576 0.284
H -0.517 0.621 4.682
H 0.967 0.687 3.806
H -0.978 -1.641 3.890
H 0.500 -1.685 2.940
H 1.229 -3.339 5.861
H 0.838 -3.514 4.172
H 3.342 -2.115 5.292
H 3.277 -3.782 4.772
H 3.070 -2.518 3.570
H 3.316 -0.057 2.322
H 2.147 0.970 -0.945
H 2.242 -0.756 -0.697
H 4.465 0.734 0.723
H 4.330 1.141 -0.967
H 4.114 -1.742 -0.804
H 5.595 -1.236 -0.029
H 5.599 0.291 -2.362
H 6.393 -1.261 -2.184
H 4.719 0.028 -4.768
H 3.587 3.249 0.383
H 3.098 1.548 3.465
H -2.843 1.328 -1.944
H -1.833 3.859 -0.951
H -3.575 3.233 0.443
H -4.303 2.120 -0.786
H -4.640 3.861 -0.764
C 0.531 3.948 5.416
C 0.187 5.195 4.907
C -0.901 5.879 5.422
C -1.657 5.313 6.442
C -1.325 4.051 6.937
C -0.222 3.376 6.427
C -2.147 3.403 7.996
O -1.856 2.308 8.429
C -3.343 4.133 8.503
C -4.157 3.525 9.451
C -5.264 4.195 9.942
C -5.560 5.479 9.495
C -4.755 6.087 8.547
C -3.650 5.414 8.041
C -2.814 6.070 6.996
O -3.072 7.189 6.604
H 1.386 3.419 5.015
H 0.770 5.633 4.107
H -1.169 6.852 5.033
H 0.039 2.403 6.821
H -3.922 2.529 9.799
H -5.900 3.718 10.677
H -6.422 6.003 9.885
H -4.984 7.083 8.193
C 3.026 -4.961 -5.176
C 2.511 -5.810 -4.201
C 1.362 -6.542 -4.450
C 0.713 -6.420 -5.671
C 1.215 -5.550 -6.642
C 2.378 -4.831 -6.393
C 0.509 -5.366 -7.941
O 0.947 -4.614 -8.787
C -0.752 -6.124 -8.172
C -1.456 -5.928 -9.353
C -2.624 -6.634 -9.588
C -3.089 -7.547 -8.647
C -2.394 -7.743 -7.466
C -1.230 -7.027 -7.219
C -0.513 -7.226 -5.929
O -0.919 -8.021 -5.107
H 3.926 -4.393 -4.978
H 3.010 -5.900 -3.245
H 0.964 -7.207 -3.695
H 2.770 -4.169 -7.153
H -1.090 -5.220 -10.084
H -3.173 -6.476 -10.507
H -3.998 -8.103 -8.836
H -2.755 -8.449 -6.730
*
```

---

Computed, not measured: a 7-piece molecular cluster, C50H57ClN7O6 overall at a distorted geometry, with ωB97M-V/def2-TZVPD.

Calculated values
**HOMO-LUMO gap**: 1.2 eV
**Energy**: -3232.93643 hartree
**Highest occupied orbital energy**: -11.36 eV

ORCA input file:
```
! RIJCOSX wB97M-V def2-TZVPD def2/J DEFGRID3
* xyz 3 1
C -1.585 -2.725 0.967
N -2.230 -3.560 -0.052
C -2.713 -3.042 -1.231
C -3.211 -3.883 -2.212
C -3.234 -5.286 -2.015
C -2.627 -5.776 -0.868
C -2.196 -4.902 0.157
C -3.902 -6.239 -2.997
C -5.147 -5.921 -3.623
C -5.743 -6.823 -4.552
N -5.094 -7.967 -4.888
C -3.874 -8.328 -4.412
C -3.282 -7.439 -3.447
C -5.877 -8.948 -5.693
H -0.578 -2.611 0.566
H -1.492 -3.279 1.901
H -2.031 -1.740 1.105
H -2.519 -1.987 -1.356
H -3.689 -3.417 -3.061
H -2.563 -6.832 -0.651
H -1.630 -5.275 0.998
H -5.679 -5.001 -3.427
H -6.740 -6.600 -4.901
H -3.419 -9.253 -4.734
H -2.341 -7.724 -3.000
H -6.933 -8.895 -5.429
H -5.516 -9.973 -5.602
H -5.775 -8.570 -6.711
C 3.685 -9.448 -4.453
N 3.224 -8.114 -4.890
C 3.030 -7.124 -3.998
C 2.501 -5.930 -4.432
C 2.216 -5.667 -5.817
C 2.567 -6.675 -6.696
C 3.009 -7.883 -6.231
C 1.592 -4.391 -6.211
C 0.417 -4.399 -7.044
C -0.190 -3.195 -7.324
N 0.248 -2.033 -6.750
C 1.302 -2.027 -6.002
C 2.039 -3.184 -5.704
C -0.550 -0.865 -7.008
H 4.378 -9.752 -5.237
H 2.804 -10.085 -4.378
H 4.147 -9.404 -3.467
H 3.168 -7.419 -2.968
H 2.262 -5.220 -3.654
H 2.402 -6.590 -7.760
H 3.035 -8.763 -6.856
H -0.014 -5.273 -7.510
H -1.111 -3.056 -7.870
H 1.578 -1.058 -5.612
H 2.848 -3.239 -4.991
H 0.022 0.044 -6.824
H -1.441 -0.816 -6.382
H -0.832 -0.836 -8.060
Cl 0.164 5.365 -0.631
O -0.452 5.296 0.694
O 0.852 6.580 -0.603
O 1.156 4.339 -0.745
O -0.783 5.250 -1.684
C -4.210 11.679 0.507
C -4.760 11.764 1.909
C -5.348 10.446 2.482
C -5.757 10.629 3.892
N -6.022 10.809 5.007
H -3.290 11.109 0.378
H -4.021 12.647 0.044
H -4.980 11.273 -0.150
H -5.549 12.516 1.920
H -3.934 12.151 2.507
H -4.609 9.652 2.376
H -6.206 10.056 1.934
C -8.657 7.662 -2.929
C -7.414 6.888 -3.424
C -6.809 7.190 -4.793
C -7.829 7.051 -5.912
N -8.655 6.910 -6.733
H -9.515 7.556 -3.592
H -8.541 8.722 -2.703
H -8.880 7.059 -2.049
H -7.487 5.800 -3.434
H -6.629 7.058 -2.688
H -6.066 6.415 -4.984
H -6.393 8.196 -4.852
C 8.747 2.181 0.673
C 8.187 1.880 2.072
C 6.736 1.284 2.072
C 6.465 0.111 1.199
N 6.225 -0.790 0.483
H 8.191 3.038 0.293
H 8.693 1.326 -0.001
H 9.705 2.692 0.766
H 8.254 2.842 2.579
H 8.907 1.184 2.502
H 6.051 2.045 1.700
H 6.369 1.102 3.082
C 5.595 4.310 7.864
C 4.317 4.115 7.518
C 3.515 3.134 8.111
C 4.071 2.371 9.107
C 5.377 2.643 9.551
C 6.122 3.679 8.991
C 6.014 1.860 10.674
O 7.110 2.146 11.148
C 5.180 0.742 11.281
C 5.763 0.014 12.303
C 5.000 -1.053 12.849
C 3.668 -1.296 12.430
C 3.133 -0.483 11.428
C 3.854 0.475 10.821
C 3.254 1.166 9.614
O 2.191 0.859 9.107
H 6.130 5.060 7.300
H 4.022 4.796 6.733
H 2.541 3.076 7.648
H 7.128 3.847 9.344
H 6.768 0.226 12.639
H 5.419 -1.603 13.679
H 3.092 -2.073 12.910
H 2.115 -0.580 11.078
*
```

---

Q: The lowest highest occupied orbital energy belongs to which entry?
A: C50H57ClN7O6